{
  "formula": "C3H13NO3",
  "method": "ωB97M-V with the def2-TZVPD basis set",
  "elements": ["H", "H", "H", "H", "O", "O", "H", "C", "N", "H", "H", "H", "H", "C", "O", "H", "H", "H", "C", "H"],
  "coordinates": [[-0.673, 0.555, 2.213], [1.921, 3.680, -0.031], [3.633, -2.381, 1.500], [-2.153, 0.337, -2.952], [1.128, 4.042, 0.382], [0.574, -2.553, 0.231], [-2.374, -0.462, -0.779], [-1.794, 0.934, -2.120], [-1.525, 0.032, -1.014], [1.374, 4.264, 1.284], [0.234, -2.756, -0.648], [-2.534, 1.684, -1.867], [-0.241, -2.428, 0.733], [-0.803, 0.378, 0.111], [3.657, -3.198, 0.988], [3.335, -3.865, 1.601], [0.051, 0.972, -0.184], [-0.886, 1.413, -2.459], [-1.119, 0.072, 1.366], [-1.805, -0.720, 1.642]],
  "gap_ev": 8.73,
  "lumo_ev": 0.778,
  "smiles": "C=CNC.O.O.O"
}

=====

{
  "formula": "H26O13",
  "method": "ωB97M-V with the def2-TZVPD basis set",
  "elements": ["O", "H", "O", "O", "H", "H", "H", "H", "O", "H", "H", "H", "H", "O", "H", "H", "H", "O", "H", "H", "H", "H", "H", "O", "H", "O", "H", "O", "H", "O", "O", "O", "O", "H", "H", "H", "H", "H", "H"],
  "coordinates": [[2.834, -1.695, 0.000], [-3.166, -0.422, -1.949], [-0.827, 0.811, 0.754], [-2.622, 2.438, -1.485], [-1.814, -0.507, 3.172], [5.206, -1.194, 0.819], [-1.699, -2.532, -0.806], [4.692, 1.708, -0.560], [5.046, -0.518, 0.150], [-4.527, -0.665, -2.579], [3.495, -2.340, 0.275], [-5.503, -0.094, 0.074], [-1.669, 2.522, -1.366], [-1.545, -2.261, 0.106], [-2.430, -2.195, 0.483], [-1.200, 0.805, 1.642], [-0.312, 0.711, -1.322], [-5.337, -0.774, 0.736], [2.821, -1.768, -0.961], [4.166, -0.722, -0.185], [3.174, 1.665, -0.619], [1.611, -0.005, 2.600], [1.367, 4.697, 0.174], [0.998, 3.973, 0.694], [-0.084, 0.199, 0.807], [3.905, 2.016, -0.098], [0.035, 2.180, -1.148], [-1.909, -1.385, 2.785], [1.839, -4.298, -2.155], [2.291, -3.479, -1.923], [0.432, 1.302, -1.159], [-4.097, -0.189, -1.860], [0.729, -0.286, 2.333], [1.622, -2.966, -1.455], [0.195, 0.513, 2.412], [-1.631, -1.270, 1.870], [-2.913, 3.333, -1.693], [1.348, 3.180, 0.273], [-4.522, -0.489, 1.165]],
  "gap_ev": 10.50,
  "lumo_ev": -0.228
}

=====

{
  "formula": "C4H10N2",
  "method": "ωB97M-V with the def2-TZVPD basis set",
  "elements": ["N", "H", "H", "H", "H", "H", "N", "H", "H", "C", "H", "C", "C", "H", "H", "C"],
  "coordinates": [[1.408, 1.146, 0.136], [-3.033, 0.901, -0.441], [3.161, 0.045, 0.094], [1.590, -0.941, 0.665], [2.549, 0.455, 1.779], [0.307, -1.917, 1.366], [0.574, -1.594, 0.438], [-2.569, 0.421, -2.067], [0.898, 1.694, 0.828], [2.320, 0.335, 0.722], [0.450, 0.418, -0.251], [-0.283, -0.757, -0.116], [-1.545, -0.657, -0.510], [-2.162, -1.553, -0.487], [-1.478, 1.416, -1.101], [-2.185, 0.587, -1.057]],
  "gap_ev": 8.42,
  "lumo_ev": 0.249
}

=====

{
  "formula": "C6H11BO",
  "method": "ωB97M-V with the def2-TZVPD basis set",
  "elements": ["C", "H", "H", "H", "C", "H", "C", "C", "B", "C", "C", "H", "H", "H", "H", "H", "H", "O", "H"],
  "coordinates": [[-2.028, 1.659, 0.262], [-3.550, 0.154, -0.675], [3.004, 1.182, 0.185], [-2.564, 1.969, 1.050], [-0.606, -0.817, 0.418], [-2.588, 2.164, -0.580], [-0.560, -2.124, 0.708], [0.831, -0.050, 0.201], [-1.795, 0.095, -0.060], [3.090, 0.261, -0.497], [1.869, -0.488, -0.456], [3.234, 0.682, -1.457], [-1.460, -2.614, 1.097], [3.886, -0.522, -0.218], [-0.987, 2.135, 0.335], [0.350, -2.674, 0.736], [1.850, -1.444, -0.878], [-2.827, -0.537, -0.675], [0.851, 0.970, 0.506]],
  "gap_ev": 9.49,
  "lumo_ev": 0.619,
  "smiles": "C=C(/C=C/C)B(C)O"
}

=====

{
  "formula": "C3H11NOS2",
  "method": "ωB97M-V with the def2-TZVPD basis set",
  "elements": ["H", "N", "S", "H", "H", "S", "C", "C", "H", "H", "C", "H", "O", "H", "H", "H", "H", "H"],
  "coordinates": [[-2.582, -1.749, -6.523], [0.865, -0.722, 0.288], [1.331, 3.165, -0.453], [0.457, 1.564, 2.831], [1.864, -0.816, 0.156], [2.070, 2.062, 1.152], [-0.851, -0.807, 2.057], [0.553, 1.263, 1.789], [-1.383, -0.061, 2.639], [-0.285, 1.696, 1.250], [0.528, -0.262, 1.629], [1.275, -0.702, 2.286], [-2.490, -2.188, -5.673], [-1.572, -2.032, -5.391], [-1.441, -0.978, 1.169], [1.855, 2.374, -1.401], [0.561, -0.109, -0.472], [-0.757, -1.700, 2.667]],
  "gap_ev": 9.39,
  "lumo_ev": 0.366,
  "smiles": "C[C@@H](N)CSS.O"
}

=====

{
  "formula": "C4H8N2O",
  "method": "ωB97M-V with the def2-TZVPD basis set",
  "elements": ["C", "C", "H", "H", "O", "H", "N", "H", "C", "C", "H", "N", "H", "H", "H"],
  "coordinates": [[0.520, -0.485, -0.431], [1.904, 0.157, -0.407], [0.088, -0.409, -1.433], [-0.229, -0.027, 1.617], [2.421, -0.004, 0.899], [2.545, -0.330, -1.157], [-2.240, 1.618, -0.236], [3.266, 0.457, 0.953], [-1.215, 1.185, 0.191], [-0.409, 0.149, 0.560], [-2.928, -0.278, 0.823], [-2.689, -0.533, -0.141], [0.622, -1.545, -0.177], [1.816, 1.220, -0.677], [-3.471, -1.175, -0.383]],
  "gap_ev": [8.66, 9.12],
  "lumo_ev": [-0.230, -0.651]
}

=====

Respective energy values: -402.517610; -993.615515; -267.769699; -335.274650; -1047.259029; -341.785867 a.u..